[1]
The following is a quantum chemistry calculation of an isolated ion of composition C2H4NO2 and charge +1, from OMol25.

The geometry in ORCA input format:
```
! RIJCOSX wB97M-V def2-TZVPD def2/J DEFGRID3
* xyz 1 1
C -1.313 0.521 -0.330
C 0.006 -0.145 -0.302
N -2.437 -0.224 -0.553
O -0.241 -1.306 0.521
O -2.088 -0.254 0.619
H -1.446 1.593 -0.505
H 0.807 0.428 0.274
H 0.354 -0.337 -1.288
H 0.214 -1.155 1.450
*
```

Properties
E_LUMO ... -0.299 Ha
HOMO energy ... -17.225 eV
Gap between HOMO and LUMO ... 9.10 eV


[2]
The following is a quantum chemistry calculation of C19H16AuBrIN2O4 as an isolated structure, from OMol25.

The geometry in ORCA input format:
```
! RIJCOSX wB97M-V def2-TZVPD def2/J DEFGRID3
* xyz -1 3
Au 1.794 -0.055 0.699
C 1.154 0.574 4.942
C 0.865 0.803 3.477
O 0.860 -0.226 2.725
C 0.719 2.093 3.009
C 0.412 2.371 1.643
C 0.965 3.593 0.974
N -0.417 1.658 0.961
N -1.230 0.705 1.161
C -1.072 -0.569 0.836
O -0.099 -1.066 0.208
C -2.233 -1.411 1.187
C -2.093 -2.796 1.212
C -3.174 -3.601 1.519
C -4.409 -3.038 1.797
C -4.547 -1.659 1.795
C -3.469 -0.848 1.497
H 2.232 0.483 5.067
H 0.692 -0.358 5.264
H 0.787 1.398 5.546
H 0.902 2.929 3.664
H 0.402 4.489 1.245
H 0.923 3.463 -0.105
H 2.001 3.722 1.285
H -1.125 -3.221 0.996
H -3.053 -4.673 1.547
H -5.262 -3.668 2.012
H -5.500 -1.212 2.033
H -3.567 0.226 1.493
Br 3.829 0.898 1.559
I 1.501 -0.673 -8.268
C 1.520 -0.356 -6.168
C 1.206 0.896 -5.676
C 1.273 1.114 -4.311
C 1.662 0.089 -3.462
C 1.960 -1.165 -3.977
C 1.883 -1.399 -5.337
C 1.751 0.310 -1.979
O 1.154 1.254 -1.458
O 2.451 -0.533 -1.349
H 0.923 1.698 -6.341
H 1.046 2.079 -3.887
H 2.264 -1.945 -3.295
H 2.117 -2.372 -5.740
*
```

Properties
E_LUMO (spin up / spin down) ... 0.077 / 0.051 Ha
HOMO energy (spin up / spin down) ... -4.596 / -4.771 eV
Gap between HOMO and LUMO (spin up / spin down) ... 6.69 / 6.17 eV


[3]
The following is a quantum chemistry calculation of a 2-piece molecular cluster, C3H9NO3 overall, from OMol25.

The geometry in ORCA input format:
```
! RIJCOSX wB97M-V def2-TZVPD def2/J DEFGRID3
* xyz 0 1
O 1.947 -0.667 -2.414
C 1.859 0.378 -1.844
C 0.893 0.624 -0.714
N -0.354 -0.111 -0.815
C -1.424 0.652 -0.228
O -2.621 -0.111 -0.132
H 2.530 1.220 -2.104
H 0.706 1.691 -0.603
H 1.431 0.315 0.193
H -0.326 -1.024 -0.373
H -1.193 0.969 0.810
H -1.605 1.532 -0.852
H -3.320 0.522 0.054
O 0.732 -1.818 2.791
H -0.205 -1.955 2.591
H 0.951 -2.217 3.640
*
```

Properties
E_LUMO ... 0.021 Ha
SMILES ... O=CCNCO.O
HOMO energy ... -9.046 eV
Gap between HOMO and LUMO ... 9.63 eV


Quick rundown of F_max, same order as above: 0.0699; 0.0356; 0.0167 hartree/bohr
Quick rundown of energy relative to the best compared isomer or geometry (same formula, charge and spin), same order as above: 559.30; 116.49; 225.82 kJ/mol